[1]
This record from the Open Molecules 2025 dataset describes 3 unconnected molecules or ions with the total composition C37H60BrN3O3 in a non-equilibrium geometry. The level of theory is ωB97M-V with the def2-TZVPD basis set.

```
104
Properties=species:S:1:pos:R:3:forces:R:3
C -0.7096 -0.3274 -4.9178 0.3 0.8 0.5
C -0.9362 -0.3219 -3.4078 0.2 -0.2 -2.5
C -1.8168 0.5959 -2.8841 -0.4 0.4 0.7
C -1.9913 0.6251 -1.5210 -0.4 0.5 0.6
C -1.2914 -0.2360 -0.7110 -0.1 -0.8 1.3
C -1.4268 -0.2065 0.8043 0.4 1.1 -0.6
C -0.7832 1.0914 1.3919 -0.2 -1.2 0.0
Br 0.7486 1.7294 0.2593 -0.2 0.2 0.0
O -0.2773 0.8506 2.6499 -0.5 0.6 -0.4
C -0.1046 2.0362 3.4440 -0.4 -0.2 1.3
C 1.3381 2.2077 3.9871 0.6 -1.2 -1.6
N 1.9554 0.8501 3.9474 0.4 0.4 0.5
C 2.2419 3.1507 3.1593 -0.2 0.8 1.3
C 1.6791 4.5566 2.8736 0.9 0.3 -1.2
C 2.4728 5.1782 1.7136 -0.6 -0.3 0.7
C 1.8197 5.8006 0.6789 -0.9 0.2 -0.3
C 2.5262 6.3504 -0.3631 -0.2 0.5 -1.0
C 3.8925 6.2859 -0.3890 1.2 0.3 -0.5
C 4.5678 5.6601 0.6325 0.5 -0.3 0.3
C 3.8515 5.1101 1.6636 0.0 -0.6 1.0
C -0.4392 -1.1644 -1.2602 0.2 -0.4 0.3
C -0.2474 -1.2132 -2.6238 0.3 -0.3 0.7
H -0.2675 0.6466 -5.1729 -0.1 -0.2 -0.1
H 0.0237 -1.0798 -5.2143 -0.3 -0.1 -0.1
H -1.6449 -0.3955 -5.4798 0.2 -0.3 0.0
H -2.3743 1.3133 -3.4793 0.2 -0.2 -0.3
H -2.6488 1.3385 -1.0258 -0.1 0.0 -0.3
H -0.9586 -1.0888 1.2430 -0.1 0.2 0.1
H -2.4965 -0.1493 1.0386 0.2 -0.2 0.3
H -1.5601 1.8628 1.3598 0.5 0.3 0.0
H -0.5013 2.9103 2.9214 0.3 -0.1 -0.1
H -0.7502 1.8858 4.3207 0.1 0.0 -0.2
H 1.3359 2.4646 5.0500 -0.3 0.4 -0.2
H 2.1664 0.6123 2.9807 -0.3 0.0 0.0
H 2.8721 0.9709 4.3763 -0.1 -0.2 0.1
H 3.1499 3.2993 3.7644 -0.1 -0.1 -0.1
H 2.5924 2.6691 2.2451 -0.4 0.0 0.0
H 0.6390 4.5598 2.5355 0.1 -0.2 0.3
H 1.7837 5.2551 3.7118 -0.2 -0.4 0.2
H 0.7342 5.8636 0.6432 0.1 -0.1 0.2
H 2.0303 6.8264 -1.2047 -0.2 -0.1 0.2
H 4.4936 6.7106 -1.1881 -0.4 0.0 -0.1
H 5.6487 5.5627 0.6556 -0.1 0.2 -0.2
H 4.3385 4.5846 2.4816 0.2 0.2 -0.2
H 0.0719 -1.8450 -0.5833 0.1 0.0 -0.2
H 0.4568 -1.9423 -3.0121 -0.2 0.2 -0.3
C 4.1427 -0.9259 1.3267 0.2 0.3 0.2
C 4.3835 -2.4500 1.3252 -1.2 1.6 -0.2
C 4.0433 -3.0107 2.7073 0.3 -0.3 0.3
C 5.0677 -2.6232 3.7711 0.1 0.0 -0.1
C 6.4815 -3.0069 3.3354 -0.5 -0.3 0.2
C 6.8602 -2.5160 1.9332 1.3 1.5 0.4
N 5.7871 -2.7667 0.9249 -0.3 -2.4 1.2
O 5.8404 -4.0203 0.5740 0.1 0.4 -0.7
C 7.1995 -1.0120 1.9704 -0.2 0.3 0.1
C 8.1760 -3.1857 1.5290 -0.2 -0.5 -0.4
C 3.3838 -2.9791 0.2969 0.2 -0.6 -0.3
H 3.0756 -0.7067 1.2726 0.0 -0.2 -0.1
H 4.4896 -0.4272 2.2305 0.1 0.0 0.0
H 4.6132 -0.4467 0.4666 0.0 0.0 0.0
H 3.9818 -4.1031 2.6578 0.1 0.0 -0.1
H 3.0530 -2.6633 3.0121 0.0 0.1 -0.2
H 5.0156 -1.5525 3.9879 0.0 0.0 0.0
H 4.8271 -3.1318 4.7071 0.0 0.0 0.0
H 7.2007 -2.6220 4.0623 0.1 0.0 -0.2
H 6.5647 -4.0980 3.3736 0.0 0.0 -0.2
H 7.3582 -0.6255 0.9622 -0.1 0.0 0.0
H 8.1196 -0.8432 2.5314 0.0 -0.2 0.0
H 6.4423 -0.4009 2.4562 -0.1 0.0 -0.1
H 8.1238 -4.2716 1.5960 -0.1 0.0 -0.1
H 8.9772 -2.8654 2.1950 -0.1 0.1 0.1
H 8.4583 -2.9184 0.5092 0.0 0.0 0.0
H 3.5792 -2.5566 -0.6913 0.0 0.0 0.0
H 2.3698 -2.6992 0.5853 0.1 0.2 0.1
H 3.3988 -4.0650 0.2116 0.2 0.0 0.0
C -8.6195 -1.8278 -3.5131 0.1 -0.3 0.0
C -7.9285 -0.5270 -3.0467 -1.4 -1.0 -1.0
C -6.9763 -0.0451 -4.1427 0.6 0.1 0.0
C -5.7334 -0.9229 -4.2757 -0.1 -0.1 0.1
C -5.0227 -1.0716 -2.9315 -0.1 0.5 -0.5
C -5.9384 -1.5019 -1.7816 0.5 -2.0 0.3
N -7.2209 -0.7368 -1.7480 1.5 2.2 -0.6
O -6.9872 0.4293 -1.2155 -0.5 -0.4 0.5
C -6.2351 -3.0125 -1.8745 -0.2 -0.2 -0.3
C -5.1609 -1.3573 -0.4705 -0.2 0.6 0.3
C -9.0798 0.4664 -2.8913 0.1 0.5 0.5
H -9.3992 -1.6033 -4.2418 0.0 0.2 0.1
H -7.9508 -2.5245 -4.0142 0.0 0.0 0.1
H -9.0949 -2.3443 -2.6778 0.0 0.0 0.0
H -6.6615 0.9825 -3.9319 0.0 0.0 0.1
H -7.5031 -0.0119 -5.0995 -0.2 0.0 0.1
H -5.9932 -1.9062 -4.6776 0.0 0.0 0.0
H -5.0488 -0.4734 -4.9991 0.0 0.0 0.0
H -4.2034 -1.7872 -3.0366 0.0 0.0 0.2
H -4.5574 -0.1131 -2.6861 -0.1 0.0 0.1
H -6.9761 -3.3088 -1.1299 0.0 0.1 0.0
H -5.3306 -3.5904 -1.6802 0.1 0.2 0.0
H -6.5849 -3.3339 -2.8526 -0.1 0.1 0.0
H -4.7595 -0.3527 -0.3382 -0.2 0.0 0.0
H -4.3112 -2.0406 -0.4634 -0.1 -0.1 -0.2
H -5.7907 -1.5920 0.3899 0.0 0.0 0.0
H -9.7960 0.1201 -2.1432 0.1 0.0 0.0
H -9.6111 0.5734 -3.8372 0.1 -0.2 -0.1
H -8.7439 1.4621 -2.6048 0.1 -0.1 0.1
```
Forces are in eV/Å.

The HOMO-LUMO gap (spin up / spin down) comes out at 0.338 / 0.333 Eh. As for the spin multiplicity: 3. The maximum force comes out at 2.71 eV/A. The LUMO energy (spin up / spin down) comes out at 0.63 / 0.21 eV. The value obtained for the energy is -4409.69497 Ha. As for the net charge: 0.

=====

[2]
This record from the Open Molecules 2025 dataset describes a molecular structure, C37H60Cl12N6O5 in a non-equilibrium geometry. The level of theory is ωB97M-V with the def2-TZVPD basis set.

```
120
Properties=species:S:1:pos:R:3:forces:R:3
N 7.0767 1.8414 -2.7172 2.0 0.1 1.5
C 6.7355 0.5807 -2.3211 -1.5 0.0 -1.0
C 6.8429 0.4943 -0.9475 -1.3 -2.9 -1.7
C 7.4675 1.5989 -0.5042 1.8 3.3 -0.2
C 7.7073 2.4260 -1.6270 -1.2 0.0 0.9
H 7.1432 2.2248 -3.6493 0.0 -0.4 0.1
H 6.3753 -0.0895 -3.0875 -0.2 -0.2 0.3
H 6.4379 -0.3393 -0.3930 0.4 -0.1 0.2
H 7.7556 1.7767 0.5214 0.1 0.3 -0.1
H 8.1180 3.4223 -1.6987 0.0 -0.1 0.1
N 0.9696 -2.8723 2.7471 -0.2 0.7 -0.3
C -0.2382 -3.3597 3.1687 2.0 -0.5 1.0
C 0.0652 -4.5718 3.8285 -0.6 0.9 -1.2
C 1.4357 -4.8261 3.5986 1.8 0.8 -0.1
C 2.0496 -3.6886 3.0050 -3.0 -0.9 0.1
H 1.0189 -1.9818 2.2732 0.3 0.1 -0.3
H -1.1014 -2.7525 2.9391 -0.2 -0.3 0.4
H -0.6431 -5.1874 4.3631 0.1 -0.1 -0.2
H 1.9828 -5.7405 3.7741 -0.1 0.0 0.5
H 3.0100 -3.3856 2.6150 0.0 -0.4 0.3
N 3.9147 -1.4757 -1.5811 1.7 -1.1 1.0
C 3.8999 -2.2852 -0.4510 0.3 0.0 1.4
C 2.8038 -3.1212 -0.4304 -0.5 1.9 -1.9
C 2.1208 -2.7302 -1.6529 0.2 -1.2 -0.2
C 2.9519 -1.9219 -2.3892 -2.7 0.2 -0.4
H 4.6122 -0.7782 -1.7980 0.1 -0.3 0.0
H 4.6246 -2.2011 0.3454 0.2 0.3 -0.2
H 2.4519 -3.8326 0.3020 0.3 0.3 0.1
H 1.1307 -2.9627 -2.0163 0.1 -0.7 0.1
H 2.7781 -1.6716 -3.4253 0.3 0.6 0.3
N -7.3163 3.8748 -3.9142 0.0 -1.3 -0.1
C -6.1333 4.0339 -3.2642 -0.9 4.0 1.3
C -5.1543 3.3382 -3.8281 2.3 -1.1 0.8
C -5.7179 2.4428 -4.6728 -5.5 -0.9 -3.0
C -7.1644 2.8305 -4.7847 3.1 -0.6 0.6
H -8.2078 4.3114 -3.7283 0.4 0.0 0.2
H -5.9651 4.8599 -2.5890 -0.4 0.0 0.1
H -4.1085 3.3840 -3.5626 -0.1 0.0 0.2
H -5.3893 1.5735 -5.2229 0.6 0.3 0.1
H -8.0481 2.4613 -5.2840 0.4 -0.3 -0.2
N -1.4560 -5.0800 1.0391 0.1 -0.3 -0.5
C -0.6382 -4.4582 0.1466 -0.1 0.0 -1.2
C -1.3255 -4.3591 -1.0521 0.6 0.8 0.0
C -2.6195 -4.8537 -0.8378 -0.2 -0.6 -0.6
C -2.6446 -5.3921 0.4060 -0.4 0.2 1.3
H -1.0694 -5.3057 1.9445 -0.6 -0.2 0.1
H 0.3791 -4.1851 0.3849 -0.2 0.0 0.1
H -0.9785 -3.9959 -2.0082 0.2 0.2 0.2
H -3.4367 -4.8956 -1.5427 0.1 -0.1 0.0
H -3.4698 -5.9228 0.8573 0.3 0.1 0.4
N 3.4677 3.1824 1.3294 1.2 -1.0 -1.1
C 2.2805 3.5059 0.7718 -1.2 -0.9 -0.6
C 2.1126 2.6651 -0.3207 -0.8 0.4 -0.5
C 3.2325 1.8571 -0.5185 1.5 0.3 2.0
C 4.0883 2.2070 0.5391 -0.3 0.7 0.5
H 3.9579 3.5758 2.1200 -0.5 0.2 -0.2
H 1.4875 4.0646 1.2465 0.4 0.3 0.1
H 1.2480 2.5455 -0.9567 -0.2 0.4 0.2
H 3.3501 1.0243 -1.1960 0.1 0.3 -0.2
H 5.1018 2.0106 0.8565 0.0 -0.6 -0.5
C 6.4594 -1.4746 4.7179 0.5 -0.8 0.1
Cl 6.3279 -3.1348 5.5095 -0.1 1.2 -1.0
Cl 5.7892 -1.3324 3.1002 -0.7 -0.7 -0.2
Cl 5.7775 -0.2815 5.7300 -1.2 0.7 1.0
Cl 8.1277 -1.0393 4.5480 1.5 -0.3 0.0
C -2.9587 -2.0391 -5.1021 0.5 0.6 -0.5
Cl -1.8697 -3.3086 -5.8345 -0.7 0.6 1.1
Cl -2.2209 -1.1874 -3.6590 -0.5 -1.1 -1.0
Cl -3.1155 -0.7953 -6.3944 -0.2 -0.3 0.5
Cl -4.5771 -2.6901 -4.7323 1.0 0.2 0.0
C 1.0866 1.3662 4.8923 -0.3 -1.1 -0.7
Cl 2.3717 1.3906 3.6789 0.1 0.0 0.2
Cl 1.6198 1.9398 6.4271 0.2 0.7 0.5
Cl -0.2582 2.3349 4.2121 0.2 -0.4 0.5
Cl 0.6166 -0.3738 5.1663 -0.2 0.8 -0.5
C -0.6192 0.7937 0.4911 -2.7 3.8 0.7
C 0.0964 -0.3162 -0.0310 0.1 -1.0 -2.1
O 1.2218 -0.5174 0.7047 2.2 -1.0 1.4
H -0.1626 1.7817 0.5497 1.1 -0.2 -0.8
H -0.9379 0.8407 1.5324 -0.4 -1.3 0.2
H -1.4655 1.0152 -0.1592 -0.5 -0.2 0.2
H 0.4229 -0.1599 -1.0591 -0.2 0.5 -0.4
H -0.5285 -1.1996 -0.1623 -0.2 -0.5 0.6
H 1.9326 -0.5840 0.0629 0.5 -0.3 0.4
C -4.5851 -1.8724 1.5608 -0.6 -1.7 -0.1
C -4.4809 -0.4410 1.9198 0.7 -0.8 0.8
O -4.3321 0.2939 0.7567 -0.1 0.9 -1.0
H -3.7692 -2.2945 0.9741 0.3 0.3 0.1
H -5.4852 -2.0147 0.9627 -0.2 -0.1 -0.2
H -4.7207 -2.5108 2.4337 0.0 0.0 0.1
H -3.5702 -0.3238 2.5072 -0.2 0.5 0.4
H -5.4006 -0.1731 2.4399 0.2 0.4 0.5
H -4.8930 -0.1813 0.1393 0.0 0.3 -0.7
C -2.3454 3.9581 0.0124 -0.5 0.5 0.6
C -3.7482 3.6111 -0.4874 0.5 -0.3 -0.5
O -3.7055 2.3298 -1.1121 -0.3 0.3 0.3
H -2.0974 3.4141 0.9239 -0.1 -0.5 -0.1
H -2.3172 4.9897 0.3632 0.2 0.3 -0.4
H -1.5710 3.7297 -0.7199 -0.2 0.3 -0.1
H -4.1594 4.2887 -1.2357 0.5 0.3 -0.1
H -4.4769 3.6427 0.3226 0.0 -0.2 0.3
H -3.8142 1.7174 -0.3809 0.1 -0.6 0.1
C 2.2386 -0.4651 -5.9927 -0.6 0.8 0.2
C 2.0880 0.6442 -4.8964 -0.8 -1.0 -2.4
O 3.3272 0.6289 -4.2678 0.6 0.9 1.0
H 3.1404 -0.2439 -6.5636 0.2 -0.1 0.3
H 1.4716 -0.4784 -6.7670 -0.5 0.0 0.4
H 2.3125 -1.4595 -5.5524 0.0 0.1 0.0
H 1.2271 0.5761 -4.2314 0.0 -0.8 0.4
H 1.8889 1.6031 -5.3748 0.3 0.2 -0.4
H 3.3758 1.5125 -3.8957 0.7 0.0 0.5
C -4.2190 1.7507 4.6185 0.0 -0.3 -1.0
C -3.7652 3.0166 5.3352 0.4 -1.6 -0.2
O -3.4649 2.5342 6.6696 -0.4 1.5 -0.6
H -5.1977 1.4093 4.9557 -0.4 0.4 -0.1
H -3.6208 0.8614 4.8168 0.7 0.4 0.2
H -4.2263 1.8245 3.5311 -0.3 0.3 -0.1
H -4.5153 3.7948 5.1940 -0.4 0.0 0.9
H -2.8810 3.4677 4.8848 0.3 -0.4 0.3
H -4.2047 1.9404 6.8171 0.1 -0.1 0.6
```
Forces are in eV/Å.

The HOMO-LUMO gap comes out at 0.282 Eh. The maximum force comes out at 6.36 eV/A. The LUMO energy comes out at -0.01 eV. The value obtained for the energy is -7672.58900 Ha. As for the net charge: 0.

=====

- Which value of net charge does entry 1 give?
  0